# 1
The following is a quantum chemistry calculation of the molecule C22H27N2O4P, from the OMol25 dataset.

Calculated values
Charge: 0
HOMO level (eV): -8.72
Relative energy (zero: lowest compared OMol25 entry of this formula, charge and spin) (eV): 4.929
E (Eh): -1606.283941

Element x y z (Å)
C1 -0.389 3.184 -0.197
C2 -0.941 1.813 0.290
C3 -1.100 0.826 -0.897
C4 -2.411 0.050 -0.933
C5 -2.608 -0.962 0.255
C6 -2.917 -0.348 1.630
O1 -3.967 0.166 1.950
C7 -1.820 -0.460 2.696
C8 -1.246 0.622 3.324
C9 -0.287 0.385 4.279
C10 0.071 -0.888 4.638
C11 -0.507 -1.975 4.017
C12 -1.447 -1.742 3.040
O2 -2.573 -0.771 -2.134
C13 -1.409 -1.324 -2.632
O3 -1.071 -1.029 -3.757
C14 -0.557 -2.336 -1.855
C15 0.757 -2.662 -2.605
C16 1.793 -1.595 -2.301
O4 2.123 -0.762 -3.121
N1 2.354 -1.541 -0.963
C17 3.327 -0.473 -0.865
C18 4.649 -0.665 -1.176
C19 5.523 0.397 -1.098
C20 5.045 1.619 -0.706
C21 3.733 1.823 -0.356
C22 2.874 0.752 -0.442
P1 -3.935 1.165 -1.037
N2 -3.684 2.673 -0.672
H1 -1.142 3.972 -0.149
H2 0.415 3.496 0.487
H3 0.083 3.111 -1.182
H4 -0.172 1.429 0.969
H5 -1.858 1.974 0.857
H6 -1.035 1.389 -1.836
H7 -0.223 0.172 -0.832
H8 -1.759 -1.634 0.374
H9 -3.487 -1.559 -0.026
H10 -1.534 1.633 3.061
H11 0.218 1.207 4.779
H12 0.807 -1.084 5.412
H13 -0.272 -3.005 4.261
H14 -1.909 -2.584 2.526
H15 -1.121 -3.259 -1.680
H16 -0.240 -1.933 -0.888
H17 1.122 -3.595 -2.148
H18 0.617 -2.831 -3.669
H19 2.875 -2.403 -0.806
H20 4.994 -1.651 -1.480
H21 6.566 0.260 -1.364
H22 5.732 2.463 -0.674
H23 3.335 2.782 -0.042
H24 1.820 0.847 -0.195
H25 -4.927 0.506 -0.277
H26 -4.398 1.095 -2.376
H27 -3.885 3.260 -1.472

=====

# 2
The following is a quantum chemistry calculation of a 11-piece molecular cluster, H22O11 overall, from the OMol25 dataset.

Calculated values
Charge: 0
HOMO level (eV): -10.84
Relative energy (zero: lowest compared OMol25 entry of this formula, charge and spin) (eV): 0.607
E (Eh): -840.857841

Element x y z (Å)
O1 1.192 2.609 -2.544
H1 1.670 3.230 -3.120
H2 1.919 2.200 -2.005
O2 2.182 -2.462 -1.507
H3 1.612 -2.689 -2.258
H4 1.630 -2.736 -0.820
O3 -0.441 1.697 1.696
H5 -0.726 1.521 0.780
H6 0.430 2.123 1.753
O4 -0.540 -3.139 -0.691
H7 -0.534 -3.089 0.307
H8 -1.202 -2.487 -1.053
O5 1.147 -1.523 1.328
H9 0.793 -0.678 1.144
H10 1.968 -1.333 1.852
O6 -0.710 1.310 -0.900
H11 -0.356 2.047 -1.392
H12 -1.234 0.708 -1.475
O7 2.525 1.388 1.868
H13 2.672 2.342 1.829
H14 2.570 1.220 0.888
O8 2.123 0.413 -0.784
H15 2.002 -0.458 -1.133
H16 1.170 0.801 -0.843
O9 -2.658 -0.686 -1.373
H17 -3.167 -0.291 -0.703
H18 -3.208 -0.691 -2.149
O10 -3.259 0.494 0.989
H19 -2.624 0.166 1.619
H20 -3.989 0.861 1.479
O11 -1.372 -1.002 2.393
H21 -0.877 -0.200 2.606
H22 -0.707 -1.666 2.219

=====

# 3
The following is a quantum chemistry calculation of C33H42LuN4Si as an isolated structure, from the OMol25 dataset.

Calculated values
Charge: +1
HOMO level (eV): -9.90
Relative energy (zero: lowest compared OMol25 entry of this formula, charge and spin) (eV): 0.000
E (Eh): -3026.572208

Element x y z (Å)
Lu1 0.491 0.840 0.629
C1 0.537 -1.123 3.540
C2 1.940 -0.647 3.237
N1 1.961 0.715 2.672
C3 1.629 1.830 3.578
C4 0.141 2.000 3.812
N2 -0.623 1.956 2.553
C5 -1.915 1.244 2.644
C6 -1.724 -0.240 2.960
N3 -0.425 -0.758 2.479
H1 0.187 -0.721 4.489
H2 0.563 -2.208 3.660
H3 2.389 -1.300 2.483
H4 2.563 -0.718 4.133
H5 2.905 0.876 2.352
H6 2.014 2.733 3.100
H7 2.143 1.727 4.539
H8 -0.027 2.948 4.326
H9 -0.246 1.231 4.477
H10 -0.807 2.900 2.228
H11 -2.395 1.340 1.668
H12 -2.592 1.696 3.373
H13 -2.528 -0.784 2.463
H14 -1.826 -0.435 4.028
H15 -0.598 -1.592 1.930
C7 4.074 1.385 0.526
N4 2.856 1.412 -0.286
C8 2.920 0.320 -1.270
C9 2.779 2.720 -0.984
C10 1.388 3.121 -1.399
C11 1.226 3.958 -2.498
C12 -0.034 4.440 -2.833
C13 -1.138 4.091 -2.063
C14 -0.955 3.243 -0.976
C15 0.299 2.738 -0.609
H16 4.955 1.598 -0.088
H17 4.212 0.392 0.962
H18 4.027 2.133 1.319
H19 3.831 0.375 -1.875
H20 2.058 0.365 -1.943
H21 2.912 -0.643 -0.752
H22 3.466 2.699 -1.839
H23 3.171 3.468 -0.291
H24 2.084 4.239 -3.102
H25 -0.154 5.088 -3.693
H26 -2.123 4.464 -2.316
H27 -1.839 2.970 -0.401
C16 0.007 -0.902 -5.497
C17 -0.327 -2.106 -4.884
C18 -0.576 -2.144 -3.519
C19 -0.497 -0.986 -2.730
C20 -0.166 0.214 -3.373
C21 0.085 0.259 -4.745
Si1 -0.882 -1.027 -0.893
C22 -0.112 -2.648 -0.247
C23 1.190 -2.988 -0.654
C24 1.880 -4.062 -0.101
C25 1.286 -4.841 0.885
C26 -0.007 -4.547 1.297
C27 -0.692 -3.469 0.735
C28 -2.742 -1.161 -0.688
C29 -3.438 -2.372 -0.790
C30 -4.824 -2.420 -0.700
C31 -5.554 -1.252 -0.512
C32 -4.895 -0.034 -0.425
C33 -3.505 0.002 -0.512
H28 0.200 -0.871 -6.562
H29 -0.396 -3.011 -5.475
H30 -0.831 -3.098 -3.062
H31 -0.123 1.142 -2.809
H32 0.332 1.202 -5.219
H33 1.665 -2.415 -1.447
H34 2.877 -4.303 -0.452
H35 1.817 -5.684 1.309
H36 -0.491 -5.169 2.040
H37 -1.717 -3.289 1.051
H38 -2.894 -3.298 -0.948
H39 -5.339 -3.370 -0.784
H40 -6.634 -1.290 -0.446
H41 -5.460 0.883 -0.302
H42 -3.011 0.969 -0.482

=====

# 4
The following is a quantum chemistry calculation of a 2-piece molecular cluster, CH5NO2S overall, from the OMol25 dataset.

Calculated values
Charge: 0
HOMO level (alpha / beta) (eV): -11.56 / -9.53
Relative energy (zero: lowest compared OMol25 entry of this formula, charge and spin) (eV): 4.689
E (Eh): -644.371966

Element x y z (Å)
C1 0.076 -1.188 -0.139
N1 -1.655 1.368 -0.039
O1 2.018 -0.126 1.506
O2 1.964 0.342 -0.934
S1 1.259 0.160 0.308
H1 0.448 -1.950 -0.903
H2 -0.202 -1.817 0.794
H3 -0.830 -0.596 -0.475
H4 -1.436 1.829 -0.858
H5 -1.642 1.977 0.740